No. 1
A 5-piece molecular cluster, C6H23O5 overall, computed with ωB97M-V with the def2-TZVPD basis set.

Results
* multiplicity: 2
* gap between HOMO and LUMO (spin up / spin down): 2.67 / 11.31 eV
* expectation value of S²: 0.75
* lowest unoccupied orbital energy (spin up / spin down): 0.5 / 0.6 eV
* total charge: 0

Each line ends with the Löwdin charge.
Geometry (Å):
O -0.13 -0.82 -1.00  0.20
H -0.93 -1.34 -0.91  0.07
H 0.34 -0.80 -0.16  0.07
H -0.32 0.07 -1.32  0.04
C 2.12 1.77 0.62  -0.07
C 2.71 0.51 1.17  -0.51
C 2.94 0.57 2.62  -0.07
O 1.73 -0.48 0.86  -0.12
H 2.78 2.63 0.73  0.08
H 1.24 2.00 1.23  0.08
H 1.86 1.69 -0.44  0.07
H 3.64 0.22 0.67  0.14
H 3.33 -0.37 3.02  0.08
H 2.03 0.82 3.16  0.09
H 3.76 1.26 2.79  0.09
H 2.20 -1.30 0.67  0.09
C -0.06 1.69 -3.08  -0.22
O -0.72 1.57 -1.79  -0.22
H -0.65 1.41 -3.95  0.06
H 0.35 2.69 -3.22  0.07
H 0.73 0.94 -3.10  0.06
H -1.36 2.29 -1.78  0.04
C -0.94 -1.37 2.35  -0.17
O -1.48 -0.56 1.29  -0.16
H -1.71 -1.66 3.06  0.07
H -0.57 -2.31 1.92  0.07
H -0.14 -0.80 2.83  0.06
H -1.90 0.21 1.68  0.07
C -3.79 -1.65 -1.47  -0.21
O -2.44 -2.00 -1.58  -0.17
H -4.42 -2.53 -1.34  0.08
H -3.80 -0.90 -0.68  0.07
H -4.03 -1.07 -2.36  0.07
H -2.38 -2.38 -2.47  0.08

No. 2
C6H24AgO10P as an isolated structure, computed with ωB97M-V with the def2-TZVPD basis set.

Results
* multiplicity: 2
* gap between HOMO and LUMO (spin up / spin down): 6.50 / 6.06 eV
* expectation value of S²: 0.76
* lowest unoccupied orbital energy (spin up / spin down): 2.4 / 2.4 eV
* total charge: -1

Each line ends with the Löwdin charge.
Geometry (Å):
Ag 0.11 -0.59 0.25  0.85
P 1.00 -1.14 2.74  -0.06
O -0.41 -1.46 3.26  -0.39
O 1.24 -1.97 1.48  -0.29
O 2.27 -1.54 3.55  -0.35
O 0.95 0.21 2.08  -0.38
C -0.38 2.85 -0.50  -0.16
O -0.50 1.74 0.36  -0.17
H -1.29 3.46 -0.52  0.07
H 0.38 3.55 -0.16  0.07
H -0.17 2.53 -1.52  0.07
H -0.64 2.10 1.24  0.10
C -1.32 -3.20 -1.58  -0.12
O -0.28 -2.66 -0.74  -0.18
H -2.19 -2.56 -1.71  0.06
H -0.92 -3.32 -2.58  0.07
H -1.56 -4.21 -1.25  0.08
H 0.28 -3.35 -0.38  0.08
C 2.57 0.57 -1.85  -0.14
O 1.84 -0.50 -1.28  -0.16
H 2.28 1.54 -1.43  0.07
H 3.61 0.39 -1.59  0.08
H 2.56 0.57 -2.94  0.07
H 2.27 -1.29 -1.62  0.09
C -3.29 -1.26 1.33  -0.16
O -1.95 -0.81 1.37  -0.19
H -3.91 -0.46 1.73  0.07
H -3.69 -1.45 0.33  0.05
H -3.53 -2.14 1.93  0.08
H -1.49 -1.08 2.16  -0.03
C 3.37 2.43 1.39  -0.20
O 3.22 1.04 1.37  -0.13
H 3.80 2.77 0.45  0.06
H 2.39 2.90 1.43  0.06
H 3.95 2.80 2.23  0.07
H 2.32 0.84 1.64  -0.03
C -2.47 0.54 -1.62  -0.13
O -1.16 -0.04 -1.63  -0.18
H -2.41 1.45 -2.21  0.07
H -3.22 -0.14 -2.03  0.07
H -2.75 0.83 -0.61  0.08
H -0.90 0.09 -2.54  0.09

No. 3
C6H24AsF6N12O6Tl as an isolated structure, computed with ωB97M-V with the def2-TZVPD basis set.

Results
* gap between HOMO and LUMO: 3.39 eV
* lowest unoccupied orbital energy: -11.7 eV
* total charge: +2

Each line ends with the Löwdin charge.
Geometry (Å):
Tl -0.97 0.02 -0.26  1.44
As 2.63 1.77 2.19  0.74
F 2.21 0.65 3.41  -0.20
F 3.70 0.71 1.35  -0.23
F 2.97 2.95 0.92  -0.27
F 1.58 2.99 2.89  -0.24
F 3.96 2.37 3.07  -0.19
F 1.23 1.21 1.28  -0.30
C -4.24 -1.40 -2.11  -0.62
O -3.14 -0.89 -1.83  -0.08
N -4.96 -0.92 -3.16  0.19
N -4.84 -2.36 -1.36  0.18
H -4.56 -0.23 -3.77  0.12
H -5.73 -1.51 -3.43  0.11
H -4.38 -2.68 -0.52  0.10
H -5.45 -3.04 -1.78  0.12
C -0.38 3.99 -0.19  -0.57
O -0.87 2.85 -0.11  0.01
N -1.03 5.00 -0.82  0.21
N 0.80 4.33 0.38  0.22
H -1.92 4.76 -1.21  0.13
H -0.78 5.96 -0.63  0.12
H 1.33 3.67 0.93  0.04
H 1.21 5.24 0.30  0.13
C 2.37 -2.43 -0.37  -0.58
O 1.44 -1.59 -0.41  -0.03
N 3.67 -2.08 -0.23  0.21
N 2.14 -3.77 -0.44  0.20
H 3.89 -1.10 -0.10  0.10
H 4.43 -2.71 -0.37  0.12
H 1.19 -4.02 -0.65  0.05
H 2.90 -4.43 -0.44  0.12
C -1.49 1.28 3.57  -0.59
O -1.50 1.11 2.33  -0.04
N -0.50 2.01 4.14  0.24
N -2.44 0.79 4.40  0.20
H -0.40 2.10 5.14  0.13
H 0.28 2.28 3.56  0.05
H -3.15 0.24 3.95  0.12
H -2.48 0.97 5.38  0.12
C 2.21 1.48 -2.37  -0.57
O 1.17 1.24 -1.69  -0.03
N 2.42 0.82 -3.55  0.19
N 3.11 2.41 -2.00  0.23
H 1.91 -0.05 -3.58  0.12
H 3.18 1.02 -4.17  0.12
H 3.99 2.47 -2.49  0.13
H 3.05 2.79 -1.07  0.09
C -1.22 -4.04 -0.65  -0.62
O -1.07 -2.83 -0.93  -0.06
N -0.55 -5.02 -1.33  0.16
N -1.86 -4.44 0.48  0.18
H -0.09 -4.79 -2.20  0.12
H -0.76 -6.00 -1.26  0.12
H -2.18 -3.75 1.13  0.11
H -2.04 -5.41 0.68  0.11

No. 4
C6H24FN12O6Ti as an isolated structure, computed with ωB97M-V with the def2-TZVPD basis set.

Results
* multiplicity: 4
* gap between HOMO and LUMO (spin up / spin down): 5.68 / 9.21 eV
* expectation value of S²: 3.75
* lowest unoccupied orbital energy (spin up / spin down): -0.1 / -0.2 eV
* total charge: 0

Each line ends with the Löwdin charge.
Geometry (Å):
Ti -34.04 -6.50 5.12  0.79
F -32.42 -4.91 4.72  -0.54
C -32.51 -7.55 2.37  -0.64
O -33.37 -7.54 3.27  -0.14
N -32.64 -8.33 1.27  0.19
N -31.41 -6.79 2.47  0.19
H -31.84 -8.69 0.78  0.11
H -33.49 -8.85 1.16  0.11
H -30.72 -6.77 1.74  0.13
H -31.55 -6.08 3.17  0.03
C -28.75 -5.08 3.55  -0.67
O -27.56 -5.02 3.31  0.03
N -29.30 -5.79 4.59  0.15
N -29.66 -4.26 2.92  0.16
H -30.29 -5.92 4.74  0.05
H -28.69 -6.15 5.30  0.10
H -29.33 -3.65 2.19  0.11
H -30.60 -4.25 3.27  0.03
C -29.82 -3.47 6.97  -0.70
O -28.82 -2.86 7.33  0.03
N -30.66 -3.06 5.97  0.14
N -30.16 -4.68 7.52  0.15
H -30.72 -2.06 5.94  0.09
H -31.20 -3.70 5.40  0.02
H -29.51 -5.05 8.18  0.11
H -30.99 -5.10 7.14  0.07
C -34.46 -4.98 7.49  -0.69
O -34.80 -6.16 7.33  -0.09
N -33.59 -4.51 8.39  0.20
N -34.92 -4.04 6.59  0.14
H -33.13 -5.13 9.03  0.12
H -33.37 -3.53 8.42  0.11
H -34.22 -3.47 6.15  0.04
H -35.69 -4.37 6.01  0.09
C -32.97 -3.74 0.54  -0.67
O -32.36 -4.46 -0.24  0.01
N -32.80 -3.80 1.90  0.16
N -33.78 -2.72 0.11  0.15
H -33.48 -3.24 2.40  0.05
H -32.56 -4.70 2.26  0.04
H -33.78 -2.45 -0.86  0.10
H -33.98 -2.02 0.80  0.06
C -34.08 -1.18 4.02  -0.62
O -34.37 -1.57 2.89  0.02
N -33.42 -1.92 4.94  0.15
N -34.53 0.02 4.49  0.16
H -33.26 -1.61 5.88  0.10
H -32.89 -2.72 4.60  0.07
H -34.81 0.78 3.89  0.11
H -34.61 0.18 5.48  0.09

No. 5
A 6-piece molecular cluster, C6H24N12O6 overall, computed with ωB97M-V with the def2-TZVPD basis set.

Results
* gap between HOMO and LUMO: 8.77 eV
* lowest unoccupied orbital energy: -0.1 eV
* total charge: 0
* structure (SMILES): NC(N)=O.NC(N)=O.NC(N)=O.NC(N)=O.NC(N)=O.NC(N)=O

Each line ends with the Löwdin charge.
Geometry (Å):
N 5.70 6.59 5.22  0.19
C 5.91 6.49 6.46  -0.82
N 7.15 6.05 6.66  0.18
O 5.11 6.92 7.23  0.05
H 6.14 6.09 4.47  0.13
H 4.71 6.78 5.16  0.14
H 7.78 6.13 5.88  0.12
H 7.40 5.86 7.62  0.09
N 5.91 12.80 4.78  0.18
C 5.41 12.61 5.93  -0.82
N 5.87 13.42 6.83  0.16
O 4.69 11.66 6.15  0.03
H 6.34 13.71 4.64  0.12
H 5.59 12.23 4.01  0.13
H 6.42 14.27 6.76  0.12
H 5.50 13.36 7.77  0.13
N 11.98 7.36 9.13  0.17
C 11.42 8.22 8.40  -0.81
N 10.59 9.00 9.06  0.16
O 11.59 8.34 7.20  0.03
H 11.84 7.26 10.13  0.12
H 12.54 6.64 8.71  0.13
H 10.53 8.79 10.05  0.11
H 10.25 9.84 8.62  0.07
N 6.32 6.23 11.19  0.17
C 5.31 5.98 10.43  -0.81
N 5.44 5.08 9.51  0.17
O 4.18 6.46 10.62  0.01
H 7.10 5.60 11.13  0.11
H 6.16 6.77 12.03  0.13
H 4.63 4.76 9.01  0.13
H 6.41 4.86 9.31  0.09
N 7.37 8.27 8.94  0.16
C 7.38 9.42 8.23  -0.67
N 6.20 9.47 7.66  0.20
O 8.26 10.24 8.08  0.00
H 8.22 8.14 9.47  0.08
H 6.73 7.50 8.77  0.05
H 5.84 10.21 7.07  0.08
H 5.82 8.53 7.61  0.05
N 10.77 11.95 6.82  0.18
C 10.02 12.94 6.39  -0.79
N 8.72 12.67 6.49  0.16
O 10.38 13.97 5.94  0.05
H 11.75 12.20 6.92  0.12
H 10.41 11.03 6.99  0.08
H 7.93 13.23 6.19  0.05
H 8.49 11.91 7.10  0.05

No. 6
A 6-piece molecular cluster, C6H24N12O6 overall, computed with ωB97M-V with the def2-TZVPD basis set.

Results
* gap between HOMO and LUMO: 9.35 eV
* lowest unoccupied orbital energy: -0.2 eV
* total charge: 0
* structure (SMILES): NC(N)=O.NC(N)=O.NC(N)=O.NC(N)=O.NC(N)=O.NC(N)=O

Each line ends with the Löwdin charge.
Geometry (Å):
N -0.89 -2.03 1.48  0.16
C -2.19 -1.65 1.37  -0.69
N -3.05 -2.56 0.86  0.15
O -2.54 -0.52 1.69  0.03
H -0.29 -1.30 1.81  0.07
H -0.48 -2.93 1.29  0.10
H -4.02 -2.31 0.77  0.11
H -2.84 -3.51 0.61  0.07
N -1.23 4.89 -2.53  0.13
C -1.92 4.47 -1.42  -0.68
N -1.10 3.96 -0.44  0.15
O -3.13 4.51 -1.35  0.04
H -1.78 5.48 -3.13  0.10
H -0.23 4.86 -2.56  0.08
H -1.51 3.60 0.41  0.09
H -0.12 4.16 -0.48  0.08
N 3.95 0.97 0.74  0.15
C 4.35 -0.15 1.42  -0.69
N 3.38 -1.12 1.45  0.15
O 5.44 -0.28 1.95  0.02
H 4.59 1.75 0.73  0.10
H 3.14 1.05 0.16  0.07
H 2.53 -0.92 0.95  0.04
H 3.59 -2.07 1.67  0.09
N 0.40 -0.82 -2.13  0.19
C 0.69 0.09 -1.15  -0.63
N 0.69 1.40 -1.57  0.17
O 0.97 -0.21 0.00  -0.02
H 0.23 -0.49 -3.06  0.10
H 0.36 -1.79 -1.86  0.10
H 0.73 2.09 -0.85  0.07
H 0.53 1.62 -2.53  0.10
N -0.21 2.83 4.27  0.15
C -0.01 2.90 2.92  -0.68
N -0.13 1.72 2.25  0.18
O 0.22 3.96 2.35  0.00
H -0.38 1.96 4.74  0.09
H -0.14 3.70 4.76  0.10
H -0.25 0.83 2.68  0.08
H 0.09 1.79 1.27  0.06
N -0.26 -5.97 -2.26  0.14
C -0.63 -4.75 -2.81  -0.68
N -1.66 -4.11 -2.16  0.15
O -0.07 -4.26 -3.77  0.03
H 0.12 -6.60 -2.94  0.10
H -0.88 -6.41 -1.61  0.08
H -1.97 -3.27 -2.62  0.10
H -2.08 -4.55 -1.37  0.07

Number 1: largest force on an atom 2.359 eV Å⁻¹, molar mass 175.2 g/mol. Number 2: largest force on an atom 4.306 eV Å⁻¹, molar mass 395.1 g/mol. Number 3: largest force on an atom 2.507 eV Å⁻¹, molar mass 753.6 g/mol. Number 4: largest force on an atom 1.794 eV Å⁻¹, molar mass 427.2 g/mol. Number 5: largest force on an atom 7.818 eV Å⁻¹, molar mass 360.3 g/mol. Number 6: largest force on an atom 1.209 eV Å⁻¹, molar mass 360.3 g/mol.